Below is a structure of composition C23H26N2OS in a non-equilibrium geometry, with properties calculated with ωB97M-V/def2-TZVPD.

The geometry in XYZ format:
```
53
Properties=species:S:1:pos:R:3:lowdin_charge:R:1
C -5.8043 -1.9915 -2.6659 -0.1337
O -4.6534 -2.8144 -2.8659 -0.2286
C -3.6094 -2.4984 -1.9105 -0.2171
C -2.7192 -1.3605 -2.5748 -0.1627
C -1.6354 -0.7437 -1.5982 -0.1760
C -1.7396 0.8555 -1.4746 -0.1401
C -2.3137 1.3351 -0.1060 -0.1456
C -3.3755 2.3410 -0.1366 -0.0259
C -4.0748 2.8882 1.0790 -0.0633
C -3.7139 2.4258 2.4097 -0.0211
C -2.5965 1.4248 2.4976 -0.3003
N -2.0945 0.8580 3.6695 -0.2473
S -0.8794 -0.1596 3.1484 0.9422
N -0.8672 -0.0523 1.4579 -0.2258
C -1.8836 0.8660 1.2488 -0.2963
H -6.6341 -2.3703 -3.3300 0.0936
H -6.1794 -2.1039 -1.6066 0.0932
H -5.6474 -0.9091 -2.9603 0.0879
H -3.0350 -3.4661 -1.7899 0.1303
H -4.0195 -2.2173 -0.9019 0.1197
H -2.1756 -1.8689 -3.4245 0.1169
H -3.4383 -0.6159 -3.0094 0.0970
H -1.6205 -1.2561 -0.6017 0.0898
H -0.6309 -0.9261 -2.0856 0.1089
H -2.5064 1.1521 -2.2539 0.0992
H -0.7739 1.3660 -1.7581 0.1144
H -3.7149 2.7182 -1.1364 0.1041
H -4.8787 3.6558 1.0095 0.0961
H -4.2524 2.8087 3.3098 0.1058
C 1.9510 1.8356 0.5394 -0.0886
C 1.3198 3.0125 0.1523 -0.0949
C 2.0698 4.0825 -0.3214 -0.0955
C 3.4519 3.9732 -0.4182 -0.0986
C 4.0834 2.7962 -0.0356 -0.0933
C 3.3341 1.7296 0.4468 -0.0859
H 1.3570 1.0043 0.9157 0.0690
H 0.2400 3.0957 0.2209 0.0925
H 1.5769 5.0018 -0.6165 0.0998
H 4.0365 4.8058 -0.7923 0.0994
H 5.1614 2.7101 -0.1127 0.1008
H 3.8281 0.8139 0.7502 0.0753
C 5.1569 -1.5743 1.9676 -0.1016
C 3.8667 -1.9594 1.6237 -0.1017
C 3.6314 -3.2334 1.1212 -0.0927
C 4.6859 -4.1263 0.9715 -0.0967
C 5.9757 -3.7425 1.3188 -0.0978
C 6.2123 -2.4654 1.8128 -0.0959
H 5.3406 -0.5789 2.3566 0.0991
H 3.0427 -1.2649 1.7469 0.0908
H 2.6259 -3.5310 0.8470 0.1009
H 4.5019 -5.1218 0.5840 0.1001
H 6.7978 -4.4398 1.2034 0.1000
H 7.2190 -2.1646 2.0785 0.1001
```

Calculated values
- Charge: 0
- Molar mass: 378.54 g/mol
- Largest force on an atom: 4.50 eV/Å
- Relative energy (zero: lowest compared OMol25 entry of this formula, charge and spin): 3.794 eV
- Kohn-Sham gap: 7.81 eV
- Lowest unoccupied orbital energy: -1.01 eV